# 1
ORCA calculation (wB97M-V/def2-TZVPD) on a molecular structure, C6H27B2N5NiO3 in a non-equilibrium geometry.

2S+1: 3
Energy above the lowest of the compared OMol25 structures with the same formula, charge and spin (kJ/mol): 57.38
Strongest force on any atom (eV/A): 1.41
Total charge: 0

Structure (XYZ):
```
44
C6H27B2N5NiO3 wB97M-V/def2-TZVPD
Ni 0.59527 -0.21084 -1.23079
B 2.72510 0.10526 -1.87332
H 2.36480 -1.00254 -2.16721
H 2.18898 0.89667 -2.59774
H 2.38405 0.37036 -0.72419
H 3.90841 0.16812 -1.99423
B -1.01236 -1.03562 -2.45440
H -2.01313 -1.22108 -3.06711
H -1.23046 -1.04913 -1.28521
H -0.16720 -1.85469 -2.70885
H -0.55855 0.02827 -2.70460
C -1.07264 -1.38239 2.03253
C -1.41885 -0.17670 1.20223
C -2.12937 0.92249 1.99819
O -3.14455 0.38845 2.79942
C -3.78010 1.36964 3.57660
N -0.15429 0.41624 0.64937
H -1.84838 -1.66824 2.74290
H -0.27305 -1.12990 2.75208
H -0.65594 -2.20762 1.46162
H -2.06168 -0.40184 0.35628
H -2.59355 1.60361 1.26465
H -1.40761 1.52082 2.57943
H -4.64958 0.94125 4.07230
H -4.24307 2.13558 2.93118
H -3.09122 1.85448 4.27235
H 0.56437 0.48929 1.36653
H -0.44410 1.38543 0.52198
C 0.87269 3.04311 -1.43966
O 0.27536 1.98767 -1.59333
N 1.16426 3.84047 -2.49952
N 1.23958 3.54533 -0.22712
H 0.97099 3.54295 -3.43670
H 1.51805 4.76081 -2.30963
H 1.13119 2.99087 0.60109
H 1.97871 4.22253 -0.14133
C 1.60142 -3.16564 -0.34610
O 1.13668 -2.03959 -0.37936
N 1.45251 -4.00980 -1.40067
N 2.21677 -3.68521 0.75885
H 1.80799 -4.94785 -1.41050
H 0.95603 -3.64227 -2.19583
H 2.52366 -4.63953 0.72386
H 2.37284 -3.05922 1.52395
```

---

# 2
ORCA calculation (wB97M-V/def2-TZVPD) on 15 unconnected molecules or ions with the total composition H30O15 in a non-equilibrium geometry.

Energy above the lowest of the compared OMol25 structures with the same formula, charge and spin (kJ/mol): 138.02
Strongest force on any atom (eV/A): 3.41
Total charge: 0

Structure (XYZ):
```
45
H30O15 wB97M-V/def2-TZVPD
O -0.03356 -0.10107 -0.17424
H 0.29744 0.51493 0.49876
H 0.05344 -0.99107 0.18676
O 0.13544 -1.32107 3.64176
H 0.38244 -1.80707 2.83476
H 0.96244 -1.07507 4.06176
O 0.50644 4.30493 0.83276
H 0.50944 3.40893 1.10376
H -0.40456 4.54593 0.62376
O -1.70856 0.60793 -3.17024
H -1.48956 1.11593 -2.33424
H -0.84156 0.14993 -3.35824
O 0.70544 -0.48507 -2.70424
H 1.67344 -0.34807 -2.75124
H 0.53744 -0.36107 -1.75924
O 0.73744 1.77293 1.67276
H 1.58544 1.52593 2.04876
H 0.14644 1.59593 2.36576
O 1.31644 2.53093 -1.37024
H 1.21144 2.50393 -2.28024
H 1.09044 3.38293 -0.92624
O -1.56356 2.71493 -1.06324
H -1.86756 2.94593 -0.18624
H -0.63856 2.83593 -1.08224
O -2.71656 0.33893 0.71576
H -2.40956 0.24593 1.62076
H -1.89956 0.39193 0.22176
O -2.49156 -2.32407 2.39776
H -1.58256 -1.96907 2.35676
H -2.29956 -3.26907 2.51876
O 2.58244 -1.87107 -0.64124
H 2.68044 -0.93107 -0.58124
H 3.42844 -2.22907 -0.29324
O -0.41356 -2.99507 -2.35424
H -0.75356 -2.77007 -1.51224
H -0.33856 -2.16807 -2.84424
O 2.96344 0.91193 -0.12824
H 2.28244 1.48893 -0.56724
H 3.24644 1.38193 0.62576
O 0.55844 -2.28007 1.18376
H 0.23144 -3.06807 0.75076
H 1.34444 -2.14107 0.66876
O -2.31356 -2.20907 -0.59924
H -2.96356 -2.88207 -0.36524
H -2.43956 -1.62107 0.11476
```

---

# 3
ORCA calculation (wB97M-V/def2-TZVPD) on 12 unconnected molecules or ions with the total composition C5H32O11 in a non-equilibrium geometry.

Energy above the lowest of the compared OMol25 structures with the same formula, charge and spin (kJ/mol): 528.57
Strongest force on any atom (eV/A): 8.90
SMILES: C=CCCC.O.O.O.O.O.O.O.O.O.O.O
Total charge: 0

Structure (XYZ):
```
48
C5H32O11 wB97M-V/def2-TZVPD
C -2.05812 -3.18356 -1.98338
C -1.47020 -2.56785 -0.98547
C -2.00545 -1.13942 -0.31436
C -3.31325 -1.24459 0.52797
C -3.11738 -2.36996 1.62473
H -2.89467 -2.82147 -2.57204
H -1.71178 -4.23430 -2.29768
H -0.55436 -2.90564 -0.48598
H -1.18243 -0.78670 0.33369
H -2.03023 -0.34692 -1.09299
H -4.32294 -1.65927 0.06432
H -3.51319 -0.33049 0.97101
H -2.06849 -2.50183 1.96234
H -3.74066 -2.25459 2.61111
H -3.65409 -3.30266 1.25526
O 4.37290 -0.82697 -0.10362
H 5.22168 -0.68713 -0.47058
H 3.69272 -1.48180 -0.42380
O 0.67159 -2.52158 -3.78396
H 0.71354 -1.81091 -4.23995
H -0.09068 -2.68712 -3.35652
O -0.29546 2.99257 3.37826
H -0.24226 2.74085 4.30607
H -0.57540 3.90697 3.30468
O -0.28981 5.28196 0.56012
H -1.11880 5.13874 0.33610
H 0.26286 4.54433 0.83397
O 1.51884 -0.59941 -1.90967
H 1.34306 -1.21519 -2.54422
H 1.31898 0.17809 -2.52956
O 0.69806 1.97161 -3.42372
H -0.20299 1.94042 -2.97848
H 1.02219 2.74804 -3.01773
O -1.51801 1.98548 -1.26388
H -0.63779 1.92139 -0.64830
H -1.47440 2.80490 -1.60042
O 1.70837 0.08056 0.40532
H 1.24138 -0.53803 -0.23737
H 2.61261 0.03562 0.58920
O 2.10511 -2.33582 2.77002
H 2.75364 -1.73755 2.25728
H 2.31027 -3.31216 2.91013
O 3.11845 2.10824 2.48154
H 3.98203 2.52445 2.45445
H 2.88396 2.07977 3.47245
O 0.17354 2.27700 0.58853
H 0.90608 1.93517 1.02804
H -0.54900 2.20674 1.23710
```

---

# 4
ORCA calculation (wB97M-V/def2-TZVPD) on a molecular structure, C31H57CaF9N5O9P in a non-equilibrium geometry.

Energy (Ha): -4082.9137
Strongest force on any atom (eV/A): 7.77
Total charge: +2

Structure (XYZ):
```
113
C31H57CaF9N5O9P wB97M-V/def2-TZVPD
C 4.33394 0.90847 -2.03564
C 3.60906 2.26844 -1.39275
C 2.75012 3.02915 -2.58322
O 1.47683 2.37633 -2.92462
N 0.56254 2.48651 -1.94547
C -0.65459 1.66347 -2.41727
C -2.08095 2.21073 -1.81411
O -1.96901 2.85455 -0.48336
C -3.27853 1.09401 -1.74391
N -3.43953 0.24380 -2.98521
H 3.49809 0.15564 -2.37005
H 5.03833 1.15028 -2.94224
H 5.03661 0.46299 -1.18511
H 2.95908 1.93080 -0.47428
H 4.41537 3.06663 -1.02571
H 3.43133 2.94935 -3.56024
H 2.63858 4.20324 -2.39823
H 0.29486 3.46864 -1.69902
H 0.85360 2.02259 -1.03494
H -0.46071 0.51054 -2.23918
H -0.71308 1.83302 -3.59760
H -2.45277 3.05674 -2.56920
H -2.92705 3.05312 -0.18954
H -4.31048 1.67923 -1.61071
H -3.13946 0.47377 -0.75323
H -4.03051 -0.57954 -2.66352
H -2.54490 -0.18956 -3.30382
C -0.29338 2.86602 2.39686
C 0.29166 1.64415 3.05314
O 1.50220 1.42735 3.03506
C -0.66175 0.69779 3.73249
H 0.51160 3.45695 1.94716
H -0.98983 2.56727 1.60935
H -0.80340 3.48036 3.14302
H -1.37464 0.30239 3.00447
H -1.18813 1.21557 4.53826
H -0.09913 -0.13811 4.16173
F -2.94044 6.61538 0.22606
P -2.41072 6.11451 1.60338
F -2.36946 6.43775 3.12594
F -2.56627 4.65861 1.07138
F -1.00599 5.46208 1.75919
F -3.88943 6.03829 2.08478
F -1.69104 7.47231 1.34812
C -1.42834 -2.38614 -5.90143
C -0.81600 -3.63300 -5.35064
O 0.06009 -3.15060 -4.34970
C -0.40908 -1.92680 -3.96779
O 0.00443 -1.29992 -3.00669
O -1.40146 -1.49690 -4.80076
H -2.45351 -2.54351 -6.24770
H -0.83882 -1.95599 -6.71784
H -1.55639 -4.29203 -4.88503
H -0.26570 -4.19650 -6.10912
C -6.44623 -9.01343 2.91354
N -5.64396 -7.82161 2.57159
C -6.06966 -6.60262 2.97280
C -5.31210 -5.46026 2.70140
C -4.09798 -5.56430 2.01571
C -3.70472 -6.84158 1.59709
C -4.49134 -7.95650 1.88305
C -3.24064 -4.39295 1.75887
C -1.92307 -4.35614 2.23124
C -1.09622 -3.27079 1.94591
N -1.55258 -2.23842 1.20494
C -2.82706 -2.22597 0.75208
C -3.68793 -3.29262 1.02095
C -0.65562 -1.11658 0.86561
H -7.45227 -8.87062 2.51102
H -6.46475 -9.09612 4.00387
H -5.99216 -9.90661 2.47868
H -7.00855 -6.55404 3.51906
H -5.67474 -4.49580 3.05521
H -2.77960 -6.98481 1.04030
H -4.19834 -8.95559 1.57075
H -1.52303 -5.17315 2.83051
H -0.06883 -3.22853 2.30018
H -3.14055 -1.36570 0.16619
H -4.70129 -3.25943 0.62380
H -1.11661 -0.19396 1.22581
H -0.54154 -1.10392 -0.22206
H 0.31798 -1.25917 1.34139
F -4.95227 7.50990 -0.30202
F 1.64773 0.15087 4.83774
O 6.96833 2.54611 9.20780
C 6.49617 2.08875 8.17062
O 5.68238 2.84276 7.39750
C 5.24618 2.47921 6.07460
C 4.00409 1.61354 6.13301
C 6.73021 0.65602 7.78945
H 6.05723 2.01563 5.50489
H 5.00575 3.41662 5.56039
H 4.19595 0.66894 6.64874
H 3.64180 1.39062 5.12538
H 3.20946 2.12198 6.68891
H 5.98680 0.02581 8.28183
H 7.72993 0.36630 8.13017
H 6.71389 0.47986 6.71500
C 4.90623 2.08401 -8.61732
C 3.91244 1.50540 -7.65873
O 3.47571 0.37396 -7.68020
N 3.42997 2.22718 -6.54604
C 2.74722 3.49277 -6.85898
H 4.98769 1.43236 -9.49315
H 4.58113 3.07059 -8.95695
H 5.88102 2.16041 -8.12987
H 4.23207 2.41009 -5.93577
H 2.81241 1.54724 -6.08471
H 3.48746 4.21467 -7.21331
H 2.28365 3.85485 -5.93824
H 1.98344 3.30202 -7.61760
F -3.45227 -2.23909 3.08349
Ca 1.64773 -1.02838 2.24242
```